Molecular formula: C32H39Br2EuN9S
Method: DFT, ωB97M-V/def2-TZVPD

ΔE to the lowest compared entry with this formula, charge and spin, eV: 1.507
2S+1: 7
LUMO level (spin up / spin down), eV: -9.96 / -8.32
HOMO-LUMO gap (spin up / spin down), eV: 5.35 / 6.99
Charge: +3

```
84
C32H39Br2EuN9S | OMol25 | ωB97M-V/def2-TZVPD
Eu 0.538 -0.520 0.181
C 1.520 1.808 2.908
C 0.509 0.871 3.546
N -0.173 -0.017 2.564
C -0.535 -1.311 3.190
C 0.479 -2.377 2.818
N 0.359 -2.722 1.375
C 1.216 -3.896 1.049
C 2.704 -3.562 0.947
C 3.151 -3.096 -0.433
N 2.747 -1.707 -0.803
C 3.850 -0.724 -0.656
C 3.935 -0.170 0.749
N 2.701 0.581 1.076
C 2.791 1.092 2.469
H 1.071 2.331 2.059
H 1.785 2.567 3.645
H 1.023 0.259 4.290
H -0.233 1.462 4.086
H -1.079 0.454 2.372
H -0.579 -1.224 4.277
H -1.532 -1.617 2.863
H 1.483 -1.990 3.008
H 0.330 -3.267 3.434
H -0.599 -3.054 1.264
H 1.075 -4.661 1.815
H 0.873 -4.319 0.102
H 2.988 -2.837 1.712
H 3.261 -4.473 1.171
H 4.237 -3.193 -0.507
H 2.728 -3.780 -1.172
H 2.595 -1.752 -1.802
H 4.809 -1.172 -0.925
H 3.659 0.099 -1.352
H 4.051 -0.981 1.467
H 4.815 0.472 0.827
H 2.726 1.417 0.488
H 2.990 0.241 3.124
H 3.645 1.769 2.555
Br -6.722 -0.366 4.690
C -5.173 0.197 3.787
C -4.402 1.238 4.280
C -3.269 1.593 3.572
N -2.892 1.018 2.428
C -3.662 0.049 1.932
C -4.797 -0.409 2.595
C -3.375 -0.515 0.579
C -4.498 -0.629 -0.240
C -4.407 -1.223 -1.482
Br -5.905 -1.381 -2.595
C -3.174 -1.730 -1.866
C -2.103 -1.552 -1.025
N -2.145 -0.924 0.173
H -4.679 1.747 5.192
H -2.639 2.395 3.937
H -5.382 -1.232 2.209
H -5.442 -0.224 0.094
H -3.065 -2.259 -2.803
H -1.146 -1.983 -1.301
N -0.031 2.318 -3.506
C -0.119 3.668 -3.073
C -0.214 4.679 -4.012
C -0.284 6.005 -3.599
C -0.228 6.315 -2.253
C -0.114 5.301 -1.307
C -0.079 3.987 -1.725
S -0.007 2.670 -0.526
N 0.426 1.280 -1.455
C 0.321 1.274 -2.753
C 0.579 -0.020 -3.446
C 0.818 -0.101 -4.813
C 0.994 -1.346 -5.398
C 0.927 -2.473 -4.597
C 0.714 -2.298 -3.241
N 0.558 -1.105 -2.659
H -0.118 2.191 -4.501
H -0.230 4.435 -5.068
H -0.379 6.787 -4.339
H -0.272 7.346 -1.929
H -0.073 5.540 -0.251
H 0.888 0.783 -5.431
H 1.181 -1.428 -6.460
H 1.041 -3.464 -5.013
H 0.664 -3.160 -2.583
```

Molecular formula: C42H49BBaN13O
Method: DFT, ωB97M-V/def2-TZVPD

ΔE to the lowest compared entry with this formula, charge and spin, eV: 0.000
2S+1: 2
LUMO level (spin up / spin down), eV: -8.12 / -9.66
HOMO-LUMO gap (spin up / spin down), eV: 3.91 / 2.36
Charge: +2

```
107
C42H49BBaN13O | OMol25 | ωB97M-V/def2-TZVPD
Ba -0.409 0.641 -0.435
C 2.751 0.984 1.300
C 1.882 0.553 2.412
C 2.120 0.132 3.774
C 0.860 -0.301 4.216
N -0.084 -0.138 3.212
N 0.589 0.371 2.144
B -1.670 -0.545 3.128
N -1.879 -1.734 1.981
C -2.933 -2.627 1.904
C -2.690 -3.571 0.907
C -1.402 -3.195 0.372
C -0.596 -3.836 -0.778
N -0.978 -2.099 1.002
N -2.599 0.698 2.687
C -3.467 1.476 3.414
C -3.816 2.591 2.607
C -3.021 2.486 1.439
C -2.913 3.458 0.308
N -2.367 1.322 1.449
N -2.268 -1.108 4.508
C -2.144 -2.432 4.923
C -2.204 -2.476 6.270
C -2.334 -1.136 6.690
C -2.414 -0.561 8.027
N -2.429 -0.331 5.616
H 2.147 1.439 0.514
H 3.286 0.090 0.888
H 3.531 1.669 1.594
H 3.057 0.166 4.283
H 0.644 -0.676 5.193
H -3.792 -2.541 2.547
H -3.303 -4.426 0.645
H -1.089 -4.693 -1.242
H 0.398 -4.101 -0.411
H -0.511 -3.091 -1.563
H -3.815 1.118 4.374
H -4.362 3.456 2.919
H -3.799 4.056 0.232
H -2.811 2.881 -0.603
H -2.033 4.072 0.397
H -2.133 -3.229 4.213
H -2.195 -3.340 6.933
H -2.033 -1.190 8.833
H -3.446 -0.309 8.273
H -1.827 0.357 8.091
C 1.849 5.553 2.838
C 2.448 5.848 1.582
C 2.260 5.011 0.516
C 1.198 4.061 0.575
C 0.517 3.854 1.764
C 0.866 4.561 2.916
N 0.674 3.359 -0.494
N 1.258 3.773 -1.616
C 0.502 3.698 -2.715
C 0.881 4.632 -3.824
C 0.165 4.631 -4.999
C -0.939 3.745 -5.102
C -1.257 2.873 -4.048
N -0.559 2.846 -2.887
H 2.104 6.154 3.712
H 3.065 6.731 1.540
H 2.717 5.112 -0.479
H -0.283 3.141 1.852
H 0.366 4.324 3.863
H 1.735 5.260 -3.671
H 0.604 5.186 -5.858
H -1.567 3.747 -5.975
H -2.077 2.163 -4.158
C 6.602 -4.098 -3.910
C 5.486 -3.391 -3.239
C 5.164 -3.770 -1.915
C 4.124 -3.164 -1.268
C 3.822 -3.606 0.155
C 3.313 -2.227 -1.924
C 2.188 -1.600 -1.253
O 1.611 -0.534 -1.569
C 3.611 -1.845 -3.298
C 2.805 -0.878 -4.064
C 4.713 -2.414 -3.900
H 7.083 -4.744 -3.148
H 7.350 -3.476 -4.425
H 6.171 -4.815 -4.676
H 5.807 -4.508 -1.420
H 4.713 -4.147 0.551
H 2.993 -4.297 0.201
H 3.640 -2.757 0.793
H 1.818 -2.197 -0.400
H 1.816 -1.254 -4.395
H 3.364 -0.596 -4.958
H 2.626 -0.041 -3.383
H 4.960 -2.065 -4.899
C -2.808 -3.164 -4.643
C -3.003 -1.999 -3.732
C -4.178 -1.407 -3.296
C -3.767 -0.318 -2.494
N -2.435 -0.278 -2.356
N -1.968 -1.288 -3.189
C -4.619 0.768 -1.884
H -3.814 -3.654 -4.670
H -2.115 -3.897 -4.258
H -2.429 -2.846 -5.642
H -5.187 -1.722 -3.526
H -0.955 -1.435 -3.284
H -5.671 0.518 -2.022
H -4.411 1.734 -2.358
H -4.448 0.822 -0.826
```

Molecular formula: C4H9P
Method: DFT, ωB97M-V/def2-TZVPD

ΔE to the lowest compared entry with this formula, charge and spin, eV: 1.283
LUMO level, eV: 1.08
HOMO-LUMO gap, eV: 10.30

```
14
C4H9P | OMol25 | ωB97M-V/def2-TZVPD
C 0.020 -1.453 -0.327
C 1.191 -0.593 0.060
C -0.112 0.027 -0.294
C -1.184 0.722 1.201
P -0.443 1.059 -1.759
H 0.038 -1.946 -1.290
H -0.462 -2.035 0.445
H 1.510 -0.595 1.092
H 2.009 -0.496 -0.642
H -0.643 0.426 2.083
H -2.138 0.237 1.094
H -1.221 1.788 1.051
H 0.602 0.519 -2.524
H 0.360 2.126 -1.356
```

Molecular formula: C3H7FS
Method: DFT, ωB97M-V/def2-TZVPD

ΔE to the lowest compared entry with this formula, charge and spin, eV: 1.133
LUMO level, eV: 0.52
HOMO-LUMO gap, eV: 9.59

```
12
C3H7FS | OMol25 | ωB97M-V/def2-TZVPD
C 1.094 0.002 -0.061
C -0.295 -0.566 -0.272
C -1.446 0.240 0.355
F -4.094 0.654 -0.341
S -3.087 -0.559 0.186
H 1.260 1.024 -0.510
H 1.217 0.361 0.925
H 1.885 -0.796 -0.415
H -0.166 -1.482 0.286
H -0.404 -0.612 -1.334
H -1.223 0.497 1.377
H -1.502 1.230 -0.063
```